DFT (ωB97M-V/def2-TZVPD) results for a molecular structure, C22H22N9ORu in a non-equilibrium geometry.

Atoms and positions in Å:
Ru: -0.22305 -0.23862 -0.57546
C: 1.08227 4.34479 -2.20980
C: 1.53146 4.38878 -0.89086
C: 1.69553 3.23299 -0.15986
C: 1.41498 1.98112 -0.74583
C: 0.98910 1.94673 -2.10021
C: 0.81923 3.11740 -2.80982
N: 1.42458 0.78486 -0.07312
C: 2.04876 0.43896 1.10051
C: 3.17983 1.05173 1.65337
C: 3.69485 0.59003 2.84875
C: 3.10691 -0.48994 3.50530
C: 2.00458 -1.14093 2.96477
C: 1.48304 -0.69440 1.76154
N: 0.40211 -1.24565 1.10383
N: -0.23038 -2.33928 1.45339
C: -1.22333 -2.67592 0.61718
C: -2.00503 -3.82590 0.82529
C: -2.96527 -4.15956 -0.09849
C: -3.14567 -3.36865 -1.24064
C: -2.35978 -2.25087 -1.40150
N: -1.44082 -1.88772 -0.49584
H: 0.94781 5.25982 -2.76991
H: 1.74975 5.34350 -0.43143
H: 2.01309 3.28751 0.87260
H: 0.89547 0.99633 -2.61283
H: 0.50965 3.07793 -3.84528
H: 3.67499 1.85327 1.12190
H: 4.56805 1.06896 3.26909
H: 3.52597 -0.83668 4.44017
H: 1.54628 -1.98915 3.45413
H: -1.81652 -4.41627 1.71038
H: -3.57930 -5.03786 0.04777
H: -3.87724 -3.62296 -1.99318
H: -2.44351 -1.61446 -2.27402
N: 1.46955 -3.25857 -1.84195
C: 1.44458 -2.20371 -2.67818
N: 2.21064 -2.25321 -3.77457
O: 0.72639 -1.19599 -2.45909
H: 2.02375 -4.07811 -2.01836
H: 0.92369 -3.22686 -1.00130
H: 2.76105 -3.05697 -4.02015
H: 2.18621 -1.48398 -4.42027
N: -2.33695 2.39821 3.31366
C: -2.57385 1.91599 2.08790
C: -1.53991 1.69138 1.14721
N: -1.81183 1.21767 -0.06561
C: -3.08431 0.97559 -0.40161
C: -4.08939 1.18771 0.53546
N: -3.83256 1.62256 1.75197
H: -1.41939 2.67832 3.60812
H: -3.11413 2.56341 3.93182
H: -0.51414 1.94108 1.39507
H: -3.30085 0.64601 -1.40704
H: -5.12690 0.98955 0.29503

Summary:
HOMO-LUMO gap (alpha / beta): 6.4 / 6.1 eV
Multiplicity: 6
Net charge: +2
HOMO level (alpha / beta): -12.74 / -14.35 eV

DFT (ωB97M-V/def2-TZVPD) results for a molecular structure, C22H23AsF10N3OsS.

Atoms and positions in Å:
Os: 0.43294 -0.00307 0.37232
C: 2.91528 -1.86174 1.96132
C: 2.30301 -0.72617 2.75580
N: 1.78273 0.44581 1.96866
C: 2.91473 1.18997 1.33761
C: 2.38906 2.24120 0.37190
C: 1.09932 1.36437 2.91913
C: -0.37921 1.04683 2.97084
N: -0.83569 1.10315 1.57044
C: -1.99841 1.73546 1.29815
C: -2.19129 2.38643 0.05321
F: -1.16269 2.46224 -0.78333
C: -3.35165 3.05410 -0.25131
F: -3.44120 3.68302 -1.41082
C: -4.40563 3.09081 0.65215
C: -4.26101 2.45000 1.87373
F: -5.26169 2.43331 2.73331
C: -3.09482 1.79458 2.20563
F: -3.05230 1.10809 3.33817
H: 3.25255 -2.61360 2.67448
H: 3.78149 -1.55366 1.38245
H: 2.21294 -2.34222 1.28128
H: 3.04809 -0.32265 3.44848
H: 1.46862 -1.08686 3.36212
H: 3.53628 0.47354 0.81224
H: 3.51386 1.65240 2.12552
H: 1.54277 1.88959 -0.25518
H: 3.15547 2.49861 -0.35639
H: 2.04421 3.15323 0.85592
H: 1.20735 2.38434 2.55297
H: 1.56680 1.31166 3.90371
H: -0.88402 1.77948 3.59507
H: -0.58684 0.05378 3.38212
H: -5.32460 3.60916 0.40995
C: 0.26882 1.18784 -2.90584
C: -0.51232 -0.05396 -2.65593
C: -1.10074 -0.65358 -3.79129
C: -1.85146 -1.78044 -3.68308
C: -2.00032 -2.36830 -2.41004
C: -2.73098 -3.56249 -2.20423
C: -2.82893 -4.15357 -0.95842
C: -2.17182 -3.58541 0.11848
C: -1.44014 -2.40156 -0.05200
S: -0.52607 -1.77782 1.22943
C: -1.37320 -1.74512 -1.32232
N: -0.67010 -0.57223 -1.42846
H: 0.82315 1.07964 -3.83556
H: 0.98255 1.40989 -2.12597
H: -0.41089 2.03231 -3.02252
H: -0.93350 -0.18918 -4.75267
H: -2.30754 -2.23821 -4.55173
H: -3.21514 -4.02144 -3.05766
H: -3.39414 -5.06557 -0.83000
H: -2.20084 -4.05567 1.09366
F: 1.89256 -0.79620 -0.70488
As: 3.55483 -1.09413 -2.14322
F: 3.29545 -2.68798 -1.62127
F: 4.52259 -0.82332 -0.75785
F: 4.78079 -1.32172 -3.25075
F: 3.38024 0.60784 -2.26690
F: 2.23068 -1.25479 -3.22062

Summary:
HOMO-LUMO gap (alpha / beta): 6.9 / 6.1 eV
Multiplicity: 2
Net charge: +2
HOMO level (alpha / beta): -15.19 / -15.58 eV

DFT (ωB97M-V/def2-TZVPD) results for a molecular structure, C22H23AsN4O7PdS2.

Atoms and positions in Å:
Pd: 0.85206 -0.14651 0.22591
N: -3.10167 -1.45946 0.46608
C: -3.89841 -0.76052 -0.40250
C: -5.13057 -1.28294 -0.82168
C: -5.97862 -0.55368 -1.63730
C: -5.61156 0.71207 -2.08156
C: -4.37953 1.22739 -1.69461
C: -3.52939 0.52620 -0.85168
S: -2.03003 1.21090 -0.26382
N: -1.11854 -0.25767 -0.20146
C: -1.71657 -1.19570 0.65340
C: -0.95382 -1.93469 1.48362
C: -1.36268 -3.05571 2.31217
C: -0.46357 -3.66297 3.12004
C: 0.89920 -3.23544 3.15699
C: 1.26926 -2.21799 2.31344
N: 0.42252 -1.60866 1.47771
H: -3.38519 -2.41156 0.63224
H: -5.41924 -2.27372 -0.48343
H: -6.92718 -0.98435 -1.93809
H: -6.26161 1.27980 -2.73575
H: -4.05655 2.19951 -2.05051
H: -2.39906 -3.37385 2.30653
H: -0.78635 -4.48575 3.75087
H: 1.62547 -3.68655 3.81626
H: 2.28675 -1.84862 2.27276
O: 2.96380 -2.68311 -0.77174
As: 3.72236 -1.07141 -0.66048
O: 5.32939 -1.28186 -0.51431
O: 2.86797 -0.30930 0.56627
C: 3.29282 -0.45810 -2.46886
C: 3.62867 -1.40263 -3.43786
C: 3.40191 -1.16139 -4.78279
C: 2.82465 0.03618 -5.17916
C: 2.48909 0.98521 -4.22803
C: 2.72534 0.74599 -2.87875
S: 2.28659 2.05344 -1.73407
O: 1.90107 3.18232 -2.55288
O: 3.44543 2.24699 -0.89570
O: 1.09986 1.52623 -1.00691
H: 2.12583 -2.64372 -0.28691
H: 4.06706 -2.34146 -3.12362
H: 3.67045 -1.91134 -5.51776
H: 2.63482 0.23299 -6.22797
H: 2.04402 1.92978 -4.50775
C: -0.43597 3.28820 1.66365
N: -0.14807 2.34626 2.73662
C: -1.20151 1.49183 3.26668
C: 1.13016 1.98361 3.03495
C: 2.25489 2.63537 2.26134
O: 1.38120 1.13355 3.87772
H: -1.50922 3.30304 1.49476
H: 0.03718 3.00443 0.72064
H: -0.11110 4.29784 1.93214
H: -2.16524 1.87894 2.94414
H: -1.15376 1.47367 4.35657
H: -1.10185 0.46639 2.90191
H: 2.06831 3.67070 1.98211
H: 2.43244 2.06609 1.34520
H: 3.15629 2.56572 2.86525

Summary:
HOMO-LUMO gap: 4.7 eV
Net charge: -2
HOMO level: -0.23 eV

DFT (ωB97M-V/def2-TZVPD) results for a molecular structure, C22H23AuFGe2N2O8S3Se.

Atoms and positions in Å:
Au: 1.13925 0.77916 0.68805
S: -1.08356 5.09081 2.47655
C: -0.63764 3.68255 1.64030
S: 0.88736 2.98352 1.73715
S: -1.98355 3.27288 0.72947
C: 0.04880 -3.96452 -0.44474
Ge: -0.72917 -2.81950 0.93528
C: 0.24516 -2.99289 2.62993
C: -2.55617 -3.51419 1.26833
Ge: -0.93822 -0.44322 0.44008
C: -2.42899 0.04088 1.63767
C: -3.75176 0.05535 1.19927
C: -4.79193 0.34981 2.07087
C: -4.52468 0.63110 3.40376
C: -3.21228 0.61382 3.85732
C: -2.17763 0.31869 2.98063
C: -1.59034 -0.17896 -1.40890
C: -1.44702 1.05711 -2.04348
C: -1.87165 1.24777 -3.35193
C: -2.44639 0.19873 -4.05807
C: -2.59501 -1.03767 -3.44662
C: -2.16950 -1.21978 -2.13546
H: 0.07392 -4.99490 -0.07976
H: 1.06559 -3.64734 -0.67848
H: -0.55875 -3.93686 -1.35165
H: 0.46930 -4.04058 2.84241
H: -0.34631 -2.58681 3.45287
H: 1.18055 -2.44181 2.54269
H: -2.50450 -4.54118 1.63964
H: -3.14506 -3.51268 0.34798
H: -3.07648 -2.89878 2.00388
H: -3.97238 -0.14964 0.15633
H: -5.81326 0.36972 1.70704
H: -5.33327 0.87350 4.08342
H: -2.99268 0.84610 4.89288
H: -1.15254 0.33602 3.33811
H: -0.99324 1.88451 -1.50954
H: -1.74417 2.21797 -3.81838
H: -2.77177 0.34380 -5.08173
H: -3.03512 -1.86479 -3.99220
H: -2.28400 -2.19605 -1.67572
O: 5.69196 0.85862 0.27542
Se: 4.84377 -0.34092 1.40247
O: 6.19939 -0.88424 2.08506
O: 3.24386 1.47560 0.44905
O: 4.54212 -1.52588 0.12880
F: 1.03564 4.47015 -2.26476
C: 2.02926 3.63332 -1.89386
C: 1.99507 2.34463 -2.27078
N: 2.94708 1.44236 -1.88528
C: 3.03272 0.20009 -2.46690
C: 3.21413 -2.05481 -0.06109
O: 3.20186 -3.01575 -0.80918
O: 2.28641 -1.46890 0.54420
C: 3.76754 1.81175 -0.69890
O: 5.00875 1.10053 -0.93901
N: 4.07809 3.23764 -0.83543
C: 3.15591 4.19772 -1.15878
O: 3.31832 5.38833 -0.93097
H: 1.19967 1.96749 -2.90085
H: 3.72431 -0.51384 -2.05997
H: 2.22061 -0.08551 -3.11750
H: 4.81264 3.54997 -0.21702

Summary:
HOMO-LUMO gap (alpha / beta): 5.9 / 6.7 eV
Multiplicity: 4
Net charge: -2
HOMO level (alpha / beta): -1.62 / -3.62 eV

Energy relative to the best compared isomer or geometry (same formula, charge and spin) (computed, eV): 0.847; 0.090; 0.315; 0.000